w:
Density functional theory data (wB97M-V/def2-TZVPD) for a single C3H4ClFS molecule.

Element x y z (Å)
C (-0.4769, 1.0670, -0.5828)
C (-0.6900, -0.3588, -0.0230)
C (0.5995, -0.8932, 0.6546)
H (-0.1232, 1.1070, -1.6208)
H (-1.3510, 1.6644, -0.2614)
H (0.9284, -0.0044, 1.2481)
H (0.5528, -1.8771, 1.2562)
F (0.6066, 1.6284, 0.0830)
S (-2.0776, -1.1601, -0.2728)
Cl (2.0314, -1.1731, -0.4812)

Properties
- SMILES = FCC(=S)CCl
- E_LUMO (Eh) = -0.037
- highest occupied orbital energy (eV) = -9.35
- frontier orbital gap (eV) = 8.34

---

x:
Density functional theory data (wB97M-V/def2-TZVPD) for a single C3H4ClFS molecule.

Element x y z (Å)
C (0.9515, -0.5719, -0.1738)
C (-0.4891, -0.2030, -0.5010)
C (-1.4664, 0.0318, 0.3257)
H (1.1651, 1.6553, 0.5184)
H (1.0641, -1.0415, 0.7824)
H (1.3402, -1.1577, -0.9501)
H (-2.4364, 0.5098, 0.0768)
F (-0.6307, 0.0315, -1.7710)
S (1.9304, 1.0200, -0.3652)
Cl (-1.4287, -0.2743, 2.0578)

Properties
- SMILES = F/C(=C/Cl)CS
- E_LUMO (Eh) = 0.030
- highest occupied orbital energy (eV) = -9.38
- frontier orbital gap (eV) = 10.18

---

y:
Density functional theory data (wB97M-V/def2-TZVPD) for a single C3H4ClFS molecule.

Element x y z (Å)
C (0.7652, -0.2088, 0.9253)
C (-0.5905, -0.2571, 0.2529)
C (-1.3179, 1.0583, 0.2992)
H (0.8669, 0.6936, 1.4875)
H (1.1244, -1.1476, 1.3653)
H (-1.2889, 1.3707, 1.3857)
H (-2.3205, 0.9122, -0.1047)
F (-0.8562, 2.2161, -0.4153)
S (-1.2041, -1.5748, -0.2630)
Cl (2.0852, -0.0077, -0.2972)

Properties
- SMILES = FCC(=S)CCl
- E_LUMO (Eh) = -0.039
- highest occupied orbital energy (eV) = -9.46
- frontier orbital gap (eV) = 8.40

---

What should be chosen as the most stable of them? Choose x.

---

w:
Density functional theory data (wB97M-V/def2-TZVPD) for a single C3H3NO3 molecule.

Element x y z (Å)
N (0.3417, 0.5938, -0.1741)
C (-0.2999, -0.5146, 0.3380)
O (0.2718, -1.4352, 0.8675)
C (1.7746, 0.6014, -0.1802)
O (2.4293, 0.7338, 0.8093)
C (-1.8248, -0.5203, 0.1512)
O (-2.4674, -1.4917, 0.4366)
H (-0.1440, 1.2090, -0.8148)
H (2.2152, 0.4253, -1.1748)
H (-2.2965, 0.3983, -0.2587)

Properties
- SMILES = O=CNC(=O)C=O
- E_LUMO (Eh) = -0.020
- highest occupied orbital energy (eV) = -10.34
- frontier orbital gap (eV) = 9.80

---

x:
Density functional theory data (wB97M-V/def2-TZVPD) for a single C3H3NO3 molecule.

Element x y z (Å)
N (0.0587, 1.0553, -0.4043)
C (-0.3096, -0.0640, 0.0656)
O (0.6844, -0.8399, 0.5163)
C (1.8755, -0.0925, 0.1418)
O (2.5301, 0.4999, 0.9278)
C (-1.7416, -0.5583, 0.1370)
O (-2.0817, -1.6502, 0.5009)
H (-0.6340, 1.6902, -0.7626)
H (2.0830, -0.2545, -0.9225)
H (-2.4648, 0.2139, -0.2000)

Properties
- SMILES = [H]/N=C(\C=O)OC=O
- E_LUMO (Eh) = -0.022
- highest occupied orbital energy (eV) = -10.62
- frontier orbital gap (eV) = 10.02

---

What should be chosen as the most stable of them? Choose w.

---

w:
Density functional theory data (wB97M-V/def2-TZVPD) for a molecular structure, CH2N2O.

Element x y z (Å)
C (-0.0321, 0.7382, -0.3799)
N (-0.3146, 0.3623, 0.8222)
N (0.3041, -0.8253, 0.6556)
O (0.4696, -0.3762, -0.8787)
H (-0.3876, -1.5908, 0.6826)
H (-0.0394, 1.6918, -0.9017)

Properties
- E_LUMO (Eh) = 0.032
- highest occupied orbital energy (eV) = -9.95
- frontier orbital gap (eV) = 10.83

---

x:
Density functional theory data (wB97M-V/def2-TZVPD) for a single CH2N2O molecule.

Element x y z (Å)
C (-0.2385, -0.3030, -0.2929)
N (-0.9850, -0.4422, -1.0930)
N (0.9695, 0.0260, -0.0034)
O (1.1636, 1.2616, 0.9956)
H (-1.4806, -1.1882, -0.7708)
H (0.5709, 0.6459, 1.1644)

Properties
- SMILES = N=C=NO
- E_LUMO (Eh) = -0.003
- highest occupied orbital energy (eV) = -10.33
- frontier orbital gap (eV) = 10.27

---

What should be chosen as the most stable of them? Choose w.